(1)
{"formula": "C20H34ClN2O4", "method": "wB97M-V/def2-TZVPD", "total_charge": 1, "energy_ha": -1652.91851, "max_force_ha_per_bohr": 0.044, "relative_energy_kcal_mol": 0.00, "lumo_ev": -3.51, "elements": ["C", "C", "O", "N", "C", "C", "C", "C", "C", "C", "C", "Cl", "C", "O", "O", "C", "O", "H", "H", "H", "H", "H", "H", "H", "H", "H", "H", "H", "H", "H", "H", "C", "C", "C", "N", "C", "C", "C", "C", "C", "C", "H", "H", "H", "H", "H", "H", "H", "H", "H", "H", "H", "H", "H", "H", "H", "H", "H", "H", "H", "H"], "positions_angstrom": [[1.50765, 0.12172, -2.95301], [2.01515, -1.10583, -3.68247], [2.00586, -1.20425, -4.87333], [2.43062, -2.15802, -2.78108], [3.71989, -2.76787, -3.17438], [1.31958, -3.13366, -2.63907], [1.01353, -3.53540, -1.19184], [0.43145, -2.36752, -0.38015], [1.44894, -1.32916, 0.13468], [2.10480, -1.72202, 1.42279], [3.17922, -2.46132, 1.75899], [4.28852, -3.27638, 0.77966], [3.33054, -2.46254, 3.24935], [4.15968, -2.90778, 3.92026], [2.25465, -1.73567, 3.76251], [1.55034, -1.21268, 2.71270], [0.66117, -0.43613, 2.87256], [2.17662, 0.44229, -2.15087], [0.50731, -0.11016, -2.55650], [1.38957, 0.93296, -3.68534], [3.63723, -3.85957, -3.20018], [4.02913, -2.43889, -4.17443], [4.50916, -2.49750, -2.45850], [0.40301, -2.66822, -3.03725], [1.50426, -4.01385, -3.27279], [0.24857, -4.32615, -1.24899], [1.87937, -3.98953, -0.68606], [-0.28063, -1.85071, -1.04736], [-0.16369, -2.72847, 0.47358], [0.90967, -0.40209, 0.37307], [2.19370, -1.10315, -0.63160], [-2.22501, 2.64986, 4.13290], [-1.66004, 1.40689, 3.44060], [-0.91920, 1.63992, 2.13044], [-1.73432, 1.66347, 0.84688], [-0.76412, 1.99703, -0.26889], [-1.43522, 2.24770, -1.60686], [-2.49560, 3.33686, -1.48704], [-3.50497, 2.96102, -0.40947], [-2.82520, 2.69844, 0.92474], [-2.32732, 0.31151, 0.62529], [-3.12954, 3.03790, 3.66650], [-2.47932, 2.41026, 5.16406], [-1.48615, 3.45285, 4.15676], [-2.42668, 0.63824, 3.33317], [-0.91248, 0.96459, 4.10080], [-0.19410, 0.84197, 1.97421], [-0.38443, 2.59002, 2.16401], [-0.23091, 2.89097, 0.05530], [-0.05604, 1.17001, -0.31935], [-0.66657, 2.53748, -2.32419], [-1.87943, 1.32742, -1.99485], [-2.99515, 3.49034, -2.44251], [-2.01577, 4.28454, -1.22366], [-4.08656, 2.08969, -0.72021], [-4.22373, 3.76584, -0.25305], [-3.53987, 2.33194, 1.65786], [-2.35869, 3.60559, 1.31079], [-3.03586, 0.10013, 1.41945], [-1.53108, -0.42533, 0.64108], [-2.84151, 0.29036, -0.32970]], "forces_ev_per_a": [[-0.30, 0.44, -0.69], [-0.19, -0.08, 0.72], [0.31, 0.06, -0.22], [0.12, -0.24, -0.36], [0.11, -0.01, 0.01], [-0.09, 0.23, 0.10], [-0.12, -0.23, 0.04], [-0.17, 0.04, -0.10], [0.13, 0.06, 0.28], [0.40, -0.36, 0.09], [-0.75, 0.46, -0.36], [-0.01, 0.04, 0.00], [-1.41, 0.88, -1.22], [1.60, -1.02, 1.28], [-0.21, 0.29, -0.16], [0.82, -0.69, 0.12], [-0.05, -0.43, 0.35], [-0.13, -0.18, -0.09], [0.27, 0.03, 0.13], [0.01, -0.22, 0.24], [0.02, 0.18, 0.05], [-0.12, -0.08, 0.20], [-0.23, -0.07, -0.16], [0.17, -0.14, 0.04], [0.01, 0.16, 0.19], [0.19, 0.18, 0.07], [-0.13, 0.21, -0.21], [0.13, -0.04, 0.22], [0.18, -0.03, -0.21], [0.15, -0.16, -0.13], [-0.06, -0.20, 0.12], [-0.03, -0.06, -0.04], [-0.04, 0.17, 0.04], [-0.03, 0.12, -0.21], [-0.05, 0.06, 0.05], [-0.10, -0.01, -0.04], [-0.15, 0.00, -0.01], [0.01, 0.00, 0.03], [0.04, 0.00, -0.03], [-0.08, -0.01, -0.10], [-0.02, 0.14, -0.07], [0.01, 0.02, -0.02], [0.00, 0.01, 0.01], [0.01, -0.01, 0.01], [-0.02, -0.03, 0.01], [0.00, -0.02, -0.07], [-0.33, 0.45, -0.07], [-0.07, 0.07, -0.01], [0.00, 0.00, 0.03], [-0.02, 0.09, 0.03], [0.07, -0.02, 0.06], [0.00, 0.00, -0.01], [-0.01, -0.01, 0.00], [0.00, 0.00, -0.01], [0.00, 0.00, 0.00], [-0.01, 0.00, 0.02], [0.04, 0.06, 0.06], [0.01, 0.00, -0.01], [-0.01, 0.00, 0.00], [0.10, -0.05, -0.01], [0.02, -0.03, 0.00]]}

***

(2)
{"formula": "C26H37BF4N2PPdTe", "method": "wB97M-V/def2-TZVPD", "total_charge": 1, "energy_ha": -2283.92499, "spin_multiplicity": 3, "max_force_ha_per_bohr": 0.044, "relative_energy_kcal_mol": 50.32, "lumo_ev": [-2.62, -5.85], "elements": ["Pd", "F", "B", "F", "F", "F", "C", "C", "C", "P", "C", "C", "C", "C", "C", "C", "H", "H", "H", "H", "H", "H", "H", "H", "H", "H", "H", "H", "H", "H", "H", "H", "H", "H", "H", "H", "H", "Te", "C", "C", "C", "C", "C", "C", "C", "C", "C", "C", "C", "C", "H", "H", "H", "H", "H", "H", "H", "H", "H", "H", "N", "C", "C", "C", "N", "C", "C", "H", "H", "H", "H", "H", "H"], "positions_angstrom": [[0.39950, 0.08079, 0.16484], [2.51829, -0.49505, 3.75498], [1.13938, -0.26894, 3.97418], [0.77402, -0.08638, 5.27507], [0.85555, 1.06434, 3.32402], [0.35285, -1.26392, 3.33993], [-1.87429, -1.60303, 1.78592], [-1.54017, -2.62303, 0.69046], [-2.87619, -2.96682, -0.00988], [-0.09391, -2.10361, -0.39615], [1.29812, -3.26913, -0.08698], [1.26157, -4.62472, -0.77372], [1.58390, -3.42113, 1.39233], [-0.42247, -2.24664, -2.21296], [-1.37168, -3.30194, -2.72278], [-0.75644, -0.84284, -2.71710], [-2.25486, -2.11966, 2.70706], [-2.68118, -0.92585, 1.40584], [-0.98629, -1.02910, 2.13390], [-1.10360, -3.51265, 1.18868], [-3.18627, -2.09684, -0.60600], [-3.67265, -3.09948, 0.74494], [-2.79831, -3.85314, -0.60495], [2.14008, -2.67806, -0.49915], [0.23537, -4.89795, -0.96061], [1.85631, -5.36791, -0.18728], [1.76090, -4.65795, -1.76984], [0.87802, -4.14445, 1.85264], [1.57843, -2.47844, 1.90866], [2.61706, -3.81756, 1.42494], [0.61433, -2.43040, -2.63593], [-2.39734, -3.09634, -2.39865], [-1.07042, -4.35915, -2.49599], [-1.39521, -3.25642, -3.82701], [-1.80255, -0.60049, -2.66402], [-0.46449, -0.74550, -3.75958], [-0.17159, -0.12547, -2.15793], [-1.10186, 1.76755, 1.44323], [-2.95365, 2.22801, 0.42227], [-3.02096, 2.49766, -0.92461], [-4.26065, 2.39202, -1.62753], [-5.42168, 2.03035, -0.98179], [-5.34196, 1.88835, 0.38967], [-4.13596, 1.88054, 1.09419], [-0.38504, 3.56143, 0.53399], [-0.71495, 4.80727, 1.13041], [-0.22735, 5.97728, 0.57951], [0.57568, 5.95260, -0.60058], [0.93467, 4.72699, -1.12769], [0.48739, 3.53822, -0.54027], [-2.16211, 2.87863, -1.49288], [-4.27710, 2.59571, -2.70666], [-6.39037, 1.94564, -1.52437], [-6.25447, 1.71889, 0.97047], [-4.15588, 1.62091, 2.15548], [-1.30527, 4.87601, 2.08166], [-0.43493, 6.92829, 1.06116], [1.01985, 6.84964, -1.00422], [1.52596, 4.62465, -2.00011], [0.77729, 2.60305, -0.98214], [6.48532, 0.19320, -0.13644], [5.19468, 0.52276, -0.03659], [4.57580, 0.63913, 1.23128], [3.17985, 0.78035, 1.27753], [2.42255, 0.73260, 0.15121], [3.00411, 0.64996, -1.07700], [4.36519, 0.55722, -1.20146], [7.10366, 0.30765, 0.67586], [6.99234, 0.11432, -1.03743], [5.14646, 0.60336, 2.17888], [2.65828, 0.98109, 2.22829], [2.35704, 0.83176, -1.94755], [4.79429, 0.46175, -2.23763]], "forces_ev_per_a": [[0.39, -0.10, -0.09], [-0.80, -0.23, 0.22], [0.19, 1.16, -0.07], [0.20, -0.45, 0.11], [0.07, -0.91, -0.32], [0.81, 0.45, 0.35], [-0.09, 0.61, 0.55], [-0.17, -0.48, 0.31], [0.25, 0.61, 0.59], [-0.79, -1.30, 0.05], [0.80, 0.97, -0.19], [0.88, -0.42, -0.93], [0.43, -0.79, -0.04], [1.49, 0.55, -0.22], [-0.26, -0.97, -0.75], [0.15, -0.31, -0.61], [0.23, 0.41, -0.90], [0.57, -0.37, 0.33], [-0.93, -0.47, -0.33], [-0.37, 0.26, -0.27], [0.00, -0.33, -0.08], [0.51, -0.07, -0.18], [-0.19, -0.39, -0.33], [-0.20, -0.17, 0.05], [-0.22, -0.79, 0.31], [-0.95, 0.47, -0.20], [-0.40, 0.43, 0.53], [0.54, 0.49, -0.06], [-0.13, 0.30, 0.44], [-0.58, -0.03, 0.42], [-0.92, -0.12, 0.64], [0.38, -0.26, -0.13], [-0.39, 1.04, 0.07], [0.11, 0.09, 0.36], [-0.54, 0.14, 0.29], [-0.03, -0.01, -0.19], [0.04, 0.55, 0.05], [-0.88, 1.88, -0.17], [-0.11, -1.64, 0.67], [-0.79, 0.59, -1.68], [1.40, 0.22, -0.38], [-0.43, 0.47, -0.24], [-0.64, -0.62, 1.33], [-0.21, 0.23, -0.31], [0.66, 0.78, 0.90], [-0.28, -0.50, 0.66], [0.62, 0.18, -1.03], [-0.22, -0.52, 1.27], [-0.77, -0.27, 0.69], [-0.57, 0.25, -0.08], [-0.21, -0.42, 0.33], [0.11, -0.07, 0.52], [0.93, 0.08, 0.55], [0.29, -0.08, -0.27], [0.11, 0.17, -0.30], [0.51, -0.23, -1.10], [-0.05, -0.15, -0.09], [-0.27, 0.19, -0.05], [0.64, 0.22, -0.67], [0.13, -0.27, -0.09], [2.25, 0.23, -0.30], [-1.12, -0.97, -0.05], [-0.95, 0.40, -0.02], [0.89, 0.17, -0.28], [-0.32, 0.14, 0.09], [0.47, 0.72, 0.71], [0.41, -0.13, -1.01], [-0.63, -0.16, -0.64], [-0.92, 0.21, 1.01], [-0.39, 0.10, -0.77], [0.30, -0.44, -0.71], [0.28, -0.54, 0.40], [-0.31, 0.22, 1.32]]}

***

(3)
{"formula": "C4H5FO2", "method": "wB97M-V/def2-TZVPD", "energy_ha": -405.65194, "smiles": "O=C=CF.CC=O", "max_force_ha_per_bohr": 0.107, "relative_energy_kcal_mol": 72.28, "lumo_ev": 0.25, "elements": ["C", "C", "C", "C", "O", "O", "F", "H", "H", "H", "H", "H"], "positions_angstrom": [[-0.83701, -2.97459, 0.99048], [-1.28196, -2.43225, 2.06414], [-0.62720, -0.00311, -1.04785], [-1.00625, 1.03111, -2.12495], [-0.39137, -3.54742, 0.07822], [-0.76568, 0.07545, 0.16486], [-0.23445, -1.71270, 2.64866], [-2.23712, -2.02641, 2.39352], [-0.32511, -0.89583, -1.60094], [-1.54253, 1.89751, -1.63122], [-1.41769, 0.66202, -2.98015], [-0.11806, 1.57216, -2.41895]], "forces_ev_per_a": [[0.18, -1.86, -2.59], [0.17, 2.58, 2.42], [-1.33, 0.62, -0.07], [1.05, 2.87, 4.56], [-0.21, 0.39, 0.46], [0.48, 0.05, -2.21], [-0.24, -0.29, 0.32], [0.10, -0.83, -0.55], [0.60, -0.85, 0.66], [-0.14, -1.19, -0.69], [-1.46, -1.27, -2.07], [0.81, -0.22, -0.24]]}

***

(4)
{"formula": "C4H10N3O", "method": "wB97M-V/def2-TZVPD", "total_charge": 1, "energy_ha": -397.52659, "smiles": "CN[C@H](C)N=[N+]=CO", "max_force_ha_per_bohr": 0.098, "relative_energy_kcal_mol": 95.81, "lumo_ev": -5.50, "elements": ["C", "C", "C", "C", "N", "N", "N", "O", "H", "H", "H", "H", "H", "H", "H", "H", "H", "H"], "positions_angstrom": [[-0.11523, -0.48042, 0.77950], [2.04682, 1.89542, -0.13571], [-1.35168, -0.04244, 1.60544], [0.38198, -1.13722, -1.56197], [0.86081, 0.39092, 1.32464], [1.38480, 1.24376, 0.68060], [-0.38710, -0.38647, -0.58826], [2.09855, 3.19525, -0.32556], [0.34802, -1.38837, 1.07410], [3.00512, 1.46004, -0.52444], [-1.40264, 1.08560, 1.51888], [-1.09683, -0.36993, 2.65371], [-2.21077, -0.56597, 1.11210], [1.41906, -1.10497, -1.12296], [0.11940, -2.11954, -1.55836], [0.21869, -0.57468, -2.37877], [-1.41482, -0.27894, -0.81558], [1.39871, 3.73960, 0.04457]], "forces_ev_per_a": [[-2.36, 0.56, -1.15], [3.38, 1.15, -0.84], [0.57, -0.46, 0.38], [2.05, 1.39, 4.42], [1.91, 1.15, 0.84], [-1.14, -0.75, 0.54], [-2.18, 1.00, 0.14], [-0.33, 0.02, -0.50], [-0.02, -1.59, 0.55], [-1.23, -0.18, 0.12], [-0.37, -1.38, 0.22], [-1.08, 0.54, -0.94], [0.50, 0.61, 1.04], [-0.53, 0.06, -1.27], [-0.92, -2.89, -0.67], [0.32, 1.03, -3.58], [1.92, -0.25, 0.44], [-0.48, -0.01, 0.25]]}

***

(5)
{"formula": "C6H14BGdN3O9P", "method": "wB97M-V/def2-TZVPD", "total_charge": 2, "energy_ha": -2209.52126, "spin_multiplicity": 8, "max_force_ha_per_bohr": 0.048, "lumo_ev": [-8.89, -9.46], "elements": ["C", "C", "B", "O", "C", "C", "N", "C", "O", "O", "P", "O", "O", "O", "O", "C", "N", "O", "N", "O", "H", "H", "H", "H", "H", "H", "H", "H", "H", "H", "H", "H", "H", "H", "Gd"], "positions_angstrom": [[1.10767, -2.42678, 1.90283], [-0.40380, -2.02599, 1.89849], [-0.79669, -1.34053, 0.59343], [-1.38469, -2.11502, -0.49063], [-0.60956, 0.12159, -0.00621], [0.42460, -0.08434, -1.12602], [1.83590, -0.16585, -0.76860], [2.43489, -1.04340, -1.70081], [1.87542, -1.55383, -2.66161], [3.62427, -1.43342, -1.35921], [2.65850, 1.39743, -0.81220], [3.19270, 1.56565, -2.14692], [3.71493, 1.30103, 0.34432], [1.51801, 2.40986, -0.41424], [-1.78302, 0.51194, -0.71053], [-2.59610, 1.50112, -0.06692], [-3.63082, 1.81527, -0.98125], [-1.77281, 2.60723, 0.20190], [-2.06735, 3.26698, 1.53690], [-1.63074, 2.65216, 2.39878], [1.60258, -2.30778, 0.93649], [1.66460, -1.85195, 2.63824], [1.19958, -3.47427, 2.18087], [-1.00938, -2.91487, 2.08483], [-0.60907, -1.32117, 2.70854], [-1.46974, -1.44208, -1.19948], [-0.29767, 0.82996, 0.75818], [0.18978, -1.06155, -1.57750], [0.23586, 0.65043, -1.91496], [3.57659, 1.77697, 1.17240], [1.44381, 2.69760, 0.50435], [-2.96608, 1.11002, 0.89510], [-4.48708, 2.10610, -0.52943], [-3.81559, 1.08017, -1.64651], [-0.96950, -2.83870, -2.64261]], "forces_ev_per_a": [[-0.05, -0.13, 0.06], [-0.07, -0.01, 0.12], [-0.46, 0.00, -0.21], [0.14, -0.85, -0.73], [0.77, -0.42, 0.60], [-0.50, 0.97, 0.00], [-0.13, -0.16, -0.94], [0.10, -0.33, 0.92], [-0.39, -0.60, -0.15], [0.05, 0.25, -0.21], [0.53, 0.34, -0.04], [-0.09, -0.13, -0.05], [-0.27, -0.01, 0.04], [0.02, -0.28, 0.23], [-0.02, -0.09, -0.03], [-0.13, 0.09, 0.27], [0.08, -0.10, -0.12], [-0.13, 0.04, -0.20], [0.16, 0.03, 0.08], [-0.12, -0.05, 0.01], [0.02, 0.06, 0.02], [0.02, 0.08, -0.10], [0.02, 0.01, 0.00], [-0.06, 0.06, -0.02], [0.07, -0.10, 0.08], [-1.18, 1.41, 1.62], [-0.01, 0.29, -0.30], [0.33, 0.54, -0.11], [0.02, 0.10, 0.07], [0.14, -0.05, 0.00], [-0.06, 0.10, -0.08], [0.14, -0.10, -0.03], [0.03, 0.06, -0.03], [-0.04, 0.01, 0.02], [1.07, -1.04, -0.79]]}

***

(6)
{"formula": "C5H7NO", "method": "wB97M-V/def2-TZVPD", "energy_ha": -324.57327, "max_force_ha_per_bohr": 0.008, "relative_energy_kcal_mol": 94.88, "lumo_ev": 0.64, "elements": ["C", "C", "C", "N", "C", "C", "O", "H", "H", "H", "H", "H", "H", "H"], "positions_angstrom": [[0.17283, 0.35432, 1.75281], [0.26516, 0.63557, 0.25891], [0.42892, -0.46485, -0.66819], [1.73986, -0.66748, -0.75772], [-0.81673, -0.68505, -1.34126], [-1.54446, 0.43261, -1.01913], [-0.98617, 1.26120, -0.13880], [1.05791, -0.19229, 2.09655], [0.13750, 1.30469, 2.29965], [-0.72791, -0.22120, 2.01733], [2.11938, -1.59901, -0.94653], [1.72829, 0.48766, -0.02270], [-1.07685, -1.41477, -2.09830], [-2.49771, 0.76861, -1.43264]], "forces_ev_per_a": [[0.08, -0.01, 0.02], [-0.15, -0.03, 0.08], [-0.06, 0.37, 0.22], [-0.16, -0.14, 0.21], [0.10, 0.08, -0.03], [0.05, -0.11, -0.09], [0.07, -0.16, -0.08], [-0.16, 0.08, -0.11], [0.02, -0.20, -0.14], [0.15, 0.09, -0.12], [-0.18, 0.27, -0.06], [-0.12, -0.23, -0.19], [0.03, 0.16, 0.17], [0.33, -0.16, 0.12]]}